[1]
55
Properties=species:S:1:pos:R:3:lowdin_charge:R:1 method="wB97M-V/def2-TZVPD" max_force_ev_per_a=0.83 e_homo_ev=-7.582 e_lumo_ev=0.53 relative_energy_ev=1.272 charge=0 smiles="CCOc1cc(NC(=S)NCCc2ccccc2)c(OCC)cc1NC(C)=O" energy_ev=-43664.336
C -0.885 -0.237 2.389 -0.04
H 6.108 -1.676 1.565 0.08
H -3.004 -1.689 2.600 0.11
H -3.353 1.945 1.669 0.11
N -1.745 0.110 -1.780 0.06
H -4.675 0.031 0.698 0.06
H 0.849 -5.198 -1.558 0.08
H -2.303 -1.562 -0.032 0.12
C 1.701 0.992 -0.854 -0.21
S -4.135 1.088 -1.503 0.62
H 0.303 -3.707 0.370 0.12
H -0.027 -4.116 -2.651 0.08
H 3.958 0.666 0.038 0.14
C -2.926 0.034 -1.086 -0.86
C -3.351 -0.707 2.271 -0.12
C 2.187 -0.220 -0.335 -0.15
O 3.757 -2.362 0.900 0.06
C -0.272 -3.663 -0.562 -0.23
H 6.152 -0.500 0.239 0.08
C 0.203 0.609 2.272 -0.08
C 3.264 4.299 -1.100 -0.06
H -0.005 1.963 -1.707 0.12
C 5.597 -0.830 1.114 0.00
H -1.167 -4.282 -0.446 0.13
H 2.952 5.284 -1.434 0.08
C 2.126 3.308 -1.290 -0.25
C 1.364 -1.334 -0.313 0.05
H -1.795 0.857 -2.465 0.10
H -4.078 -0.342 3.000 0.12
H -1.427 3.443 1.435 0.10
C 4.196 -1.247 0.717 -0.51
O -0.790 -2.360 -0.773 -0.09
C 0.058 -1.280 -0.782 -0.20
H 3.543 4.351 -0.051 0.08
H 4.131 3.987 -1.676 0.08
N 3.500 -0.230 0.139 0.14
C -2.357 1.565 1.840 -0.04
H -0.727 -1.273 2.653 0.11
N -3.063 -0.905 -0.146 0.02
C -4.046 -0.838 0.904 -0.20
H 1.198 0.229 2.446 0.11
H 1.249 3.618 -0.708 0.12
C -1.270 2.409 1.707 -0.07
H 5.556 -0.013 1.831 0.08
H -4.676 -1.733 0.886 0.12
C 0.013 1.935 1.925 -0.10
H 1.775 -2.244 0.087 0.10
C 0.400 1.044 -1.313 0.05
C -0.441 -0.068 -1.272 -0.16
O 2.579 2.043 -0.844 -0.07
C -2.177 0.230 2.183 -0.24
H 1.845 3.252 -2.351 0.13
H 0.862 2.596 1.830 0.10
H 1.454 -3.565 -1.863 0.07
C 0.558 -4.167 -1.736 -0.05

---

[2]
61
Properties=species:S:1:pos:R:3:lowdin_charge:R:1 method="wB97M-V/def2-TZVPD" max_force_ev_per_a=3.21 e_homo_ev=-12.981 e_lumo_ev=-2.63 relative_energy_ev=0.000 charge=+1 energy_ev=-37022.800
H -0.671 1.459 3.300 0.06
C -1.142 -0.043 -0.642 -0.20
H -0.170 -1.826 -2.836 0.05
H 3.429 1.783 2.874 0.09
C 0.729 -2.520 1.616 -0.09
H 0.308 -0.421 1.886 0.08
H -0.217 1.580 0.373 0.12
H -1.712 1.238 0.931 0.10
H 2.082 1.400 -2.264 0.00
O -2.051 -4.010 -1.770 -0.07
H -0.076 3.730 -0.056 0.00
H -1.702 -3.185 -2.199 0.00
H -1.789 -4.750 -2.324 0.07
H -0.273 -0.057 -1.384 0.14
H -2.160 -2.205 1.842 0.05
O 1.467 0.794 -2.696 -0.09
C -1.020 -1.226 0.347 -0.31
C -2.195 -1.269 1.350 -0.03
H 3.415 0.967 -0.353 0.02
O -1.202 -1.736 -2.864 -0.12
H 2.165 2.902 -0.761 0.09
H 0.770 -3.264 0.817 0.07
H -2.918 -1.050 -1.561 0.11
H 1.899 -2.199 -1.905 0.10
O 1.447 -1.881 -2.741 -0.06
O 2.643 1.443 2.462 -0.02
H -2.019 -5.170 1.125 0.08
O -1.571 -4.326 0.862 -0.09
H -2.192 -0.512 2.125 0.07
H 0.570 -0.244 4.185 0.05
H -3.175 -1.175 0.819 0.10
H 1.580 2.558 1.667 0.02
C -2.420 -0.133 -1.539 -0.20
C 0.342 -1.147 1.070 -0.22
H -0.876 4.745 -0.980 0.07
H 2.996 0.931 1.751 0.00
H 1.119 -0.828 0.311 0.11
H 1.385 0.839 3.517 -0.01
H 4.270 -0.191 0.099 0.03
H -1.501 1.857 -2.941 0.01
O -2.739 0.839 -2.136 0.08
H 0.661 1.319 -2.981 0.03
H -1.825 2.484 3.264 0.06
H -1.700 -4.204 -0.092 -0.02
H 1.557 -0.919 -2.774 -0.01
H -0.659 2.948 -2.323 -0.01
O 2.938 2.440 -1.176 -0.01
H 0.084 2.903 1.926 0.03
O 0.818 3.031 1.292 -0.08
O -0.648 3.849 -0.808 -0.02
H -1.010 -2.136 -0.259 0.11
H -1.431 -1.664 -3.863 0.15
H 1.661 -2.498 2.200 0.08
H -0.066 -2.959 2.243 0.07
H 3.476 3.154 -1.438 0.07
O 3.454 0.192 0.243 -0.01
O 0.591 0.666 4.003 0.00
N -1.179 1.292 0.079 0.22
O -0.685 2.335 -3.043 -0.02
O -1.265 2.021 2.666 -0.08
H -1.600 2.049 -0.538 0.15

---

[3]
47
Properties=species:S:1:pos:R:3:lowdin_spin:R:1 method="wB97M-V/def2-TZVPD" max_force_ev_per_a=2.54 spin_multiplicity=5 e_homo_ev="-9.236 / -11.602" e_lumo_ev="-3.05 / -6.12" charge=+1 energy_ev=-30837.060
H 1.519 0.224 -2.334 0.00
H -0.588 -0.241 3.330 0.01
C 3.684 -0.799 2.984 0.03
C -0.744 -1.900 -3.859 0.09
C 3.451 1.007 1.491 0.00
H 3.495 -1.763 3.391 0.00
C -3.090 -1.091 -3.422 0.09
P 2.171 -0.257 2.137 0.14
H -0.842 -2.537 -4.769 0.04
H 1.337 3.770 0.330 0.00
H -2.778 -0.097 -3.810 0.01
C -0.209 2.872 -1.076 0.20
H -2.913 -2.822 -1.336 0.01
H -2.720 2.697 0.850 0.00
H 4.515 -0.825 2.302 0.00
H 2.913 1.917 1.346 0.00
H -1.027 3.629 -1.049 0.00
H -1.239 -3.385 -1.632 0.01
C 1.839 1.869 -0.819 0.23
H 2.891 1.691 -0.525 0.01
H -3.698 -1.556 -4.235 0.04
C -1.962 -1.938 -3.053 0.56
H -0.499 -0.882 -4.227 0.01
H -2.569 -3.949 -2.663 0.04
H 4.268 1.214 2.143 0.00
H -1.080 2.403 3.029 0.00
H 2.129 -1.287 4.528 0.00
H -0.913 1.441 -2.708 0.00
H 0.146 -2.284 -3.317 0.01
H 3.855 -0.057 3.757 0.01
C -0.147 1.737 -1.949 0.16
C -2.506 0.442 0.652 0.15
C -2.245 1.745 1.188 0.20
H 3.848 0.452 0.610 0.00
C 1.025 2.959 -0.371 0.12
H -3.795 -0.914 -2.581 0.01
H -3.204 0.200 -0.185 0.00
C -1.410 1.597 2.335 0.11
C -2.174 -3.053 -2.131 0.09
C 1.129 1.105 -1.765 0.15
C -1.161 0.206 2.488 0.23
Pd -0.184 0.993 0.344 1.07
H 0.718 -1.607 3.568 0.00
H -1.856 -1.628 1.349 0.00
C -1.814 -0.514 1.465 0.15
H 1.023 0.057 4.315 0.00
C 1.408 -0.838 3.884 0.01

---

[4]
140
Properties=species:S:1:pos:R:3:lowdin_charge:R:1 method="wB97M-V/def2-TZVPD" max_force_ev_per_a=3.21 e_homo_ev=-12.596 e_lumo_ev=-6.45 charge=+3 energy_ev=-60707.362
N 5.725 -14.220 17.450 -0.18
H 3.893 -8.207 16.852 0.08
N 8.546 -8.772 16.393 -0.20
C 2.277 -9.948 24.180 -0.09
C 7.662 -14.967 16.129 -0.12
H 3.995 -8.745 24.601 0.08
H 6.261 -7.489 17.469 0.08
H 7.821 -13.286 17.497 0.11
C 1.959 -11.414 22.171 -0.05
H 11.387 -9.368 15.741 0.12
H 1.246 -12.206 22.398 0.14
H 7.319 -6.662 19.697 0.12
H 1.253 -10.584 22.146 0.12
H 7.653 -14.230 24.854 0.09
H 6.612 -13.395 23.596 0.05
C 7.789 -7.298 20.447 -0.10
H 7.586 -14.860 18.275 0.11
O 12.578 -12.940 15.672 -0.05
C 4.251 -11.080 21.124 -0.17
H 3.735 -9.946 25.824 0.10
C 3.230 -9.169 25.251 -0.20
C 7.058 -6.223 22.463 -0.11
N 12.017 -13.201 16.778 -0.62
C 10.108 -3.436 19.273 -0.05
H 5.011 -11.862 21.137 0.09
H 9.943 -7.246 16.485 0.12
H 9.019 -10.327 21.237 0.09
C 8.626 -4.828 20.874 -0.07
H 8.968 -4.206 21.701 0.14
C 6.513 -7.594 22.406 -0.16
C 6.068 -8.262 16.725 -0.22
C 4.144 -10.425 22.502 -0.09
H 11.090 -11.034 15.716 0.09
C 9.415 -6.725 22.356 0.03
H 4.661 -9.225 17.946 0.05
C 5.267 -15.424 16.397 -0.05
H 4.179 -9.336 22.543 0.10
H 5.107 -13.332 19.356 0.10
C 10.245 -13.391 20.455 0.05
H 3.558 -15.463 20.575 0.07
H 6.428 -15.339 19.941 0.10
H 5.057 -10.597 23.073 0.12
H 8.238 -11.790 22.551 0.12
H 9.144 -10.671 17.267 0.11
C 9.831 -10.940 20.845 -0.12
H 4.441 -16.815 21.134 0.08
C 3.350 -12.334 24.106 0.07
H 7.596 -14.211 15.346 0.11
H 5.454 -7.459 22.626 0.11
H 6.189 -7.670 15.818 0.11
C 4.967 -14.245 18.777 -0.11
C 6.802 -8.309 21.020 -0.10
C 11.215 -10.332 21.012 -0.16
H 5.749 -12.961 15.651 0.11
H 6.749 -16.824 16.622 0.12
H 2.340 -11.499 20.017 0.12
H 11.465 -13.184 22.709 0.14
H 11.169 -12.980 20.050 0.09
H 1.507 -10.506 24.712 0.13
O 10.831 -13.610 16.882 -0.11
H 3.156 -7.482 26.539 0.09
H 10.642 -11.759 23.417 0.14
H 6.894 -8.279 23.164 0.12
C 12.020 -11.300 21.783 -0.16
C 9.729 -4.914 19.758 -0.19
H 10.241 -9.278 17.708 0.11
H 7.672 -9.169 14.466 0.12
H 12.666 -10.832 22.526 0.14
H 8.214 -6.657 16.524 0.11
H 9.137 -7.762 22.543 0.10
H 2.100 -7.436 25.187 0.08
H 1.702 -9.236 23.587 0.13
H 4.624 -15.003 15.624 0.13
C 9.565 -10.055 14.423 -0.10
H 4.627 -16.073 16.997 0.12
H 8.873 -7.479 17.933 0.06
C 7.304 -14.242 17.422 -0.10
H 6.331 -5.502 22.088 0.14
H 11.232 -9.434 21.630 0.10
H 9.571 -6.095 23.232 0.12
H 9.998 -9.917 13.432 0.12
C 5.476 -12.921 16.706 -0.02
H 6.501 -16.518 14.957 0.14
H 4.492 -9.841 16.245 0.08
H 3.966 -14.202 18.348 0.13
H 6.860 -15.113 23.591 0.07
C 11.037 -12.203 22.503 -0.06
H 7.429 -5.911 23.439 0.14
H 10.525 -5.578 20.093 0.10
H 10.680 -2.950 20.064 0.08
H 2.391 -12.668 24.503 0.10
H 10.314 -6.792 21.743 0.09
C 8.653 -8.852 14.821 -0.07
H 9.519 -13.941 23.596 0.11
C 8.929 -7.414 16.846 -0.02
C 10.566 -10.080 15.652 -0.10
H 11.678 -10.066 20.061 0.12
H 1.622 -8.419 26.624 0.09
H 4.761 -15.326 21.897 0.05
H 5.807 -12.125 17.373 0.07
C 8.553 -12.699 22.040 -0.13
H 9.513 -10.980 19.803 0.11
H 10.333 -14.413 20.824 0.12
N 9.901 -12.300 21.459 -0.23
C 4.664 -8.976 16.885 -0.05
H 3.879 -12.027 25.008 0.10
O 12.682 -13.012 17.828 -0.08
H 9.073 -7.929 14.420 0.13
H 7.924 -12.886 21.169 0.11
H 5.872 -8.323 20.451 0.11
C 7.354 -14.166 23.808 -0.08
H 10.825 -3.574 18.465 0.08
C 9.693 -9.795 16.921 -0.04
C 8.610 -13.901 22.997 -0.22
H 9.321 -2.716 19.045 0.08
N 8.253 -6.237 21.496 -0.23
H 7.238 -9.307 21.061 0.08
H 5.345 -16.396 19.110 0.11
H 9.551 -13.456 19.617 0.10
H 8.976 -10.958 14.265 0.11
C 5.385 -15.448 19.646 -0.20
C 7.164 -9.303 16.992 -0.11
H 7.195 -9.321 18.081 0.09
C 2.444 -8.094 25.986 -0.08
H 8.743 -14.737 22.310 0.10
H 8.724 -7.584 19.967 0.11
C 4.552 -15.753 20.916 -0.08
H 8.614 -15.496 16.166 0.13
H 12.573 -11.811 20.995 0.13
H 3.051 -12.779 20.727 0.09
N 2.941 -11.032 23.292 -0.21
H 9.361 -5.489 18.909 0.07
H 7.686 -4.456 20.466 0.13
C 6.511 -16.019 15.926 -0.15
F 7.108 -11.415 19.381 -0.57
C 2.913 -11.715 20.919 -0.13
H 6.873 -10.293 16.641 0.11
H 4.606 -10.489 20.280 0.10
H 3.772 -13.165 23.540 0.10
H 4.394 -12.920 16.571 0.10